[1]
12
Properties=species:S:1:pos:R:3 method="wB97M-V/def2-TZVPD" e_above_lowest_ev=4.402 homo_lumo_gap_ev=9.390 e_tot_ev=-19159.31396
Cl -0.54 -2.01 -1.86
N 1.21 0.05 1.04
N -0.27 2.30 -0.17
N -0.40 0.86 -0.21
C 0.17 -0.31 0.32
C -0.34 -1.67 -0.11
H 0.68 2.62 -0.98
H -1.38 0.74 -0.95
H 0.43 -2.26 0.34
H 0.21 2.34 1.00
H 1.66 -0.97 1.22
H -1.44 -1.70 0.37

[2]
98
Properties=species:S:1:pos:R:3 method="wB97M-V/def2-TZVPD" homo_lumo_gap_ev=9.348 smiles=COC[C@H](C)N.COC[C@H](C)N.COC[C@H](C)N.COC[C@H](C)N.COC[C@H](C)N.OCCO.O e_tot_ev=-47660.19690
O -0.18 0.73 -0.99
O 0.87 -0.11 1.86
O -1.18 -1.77 -6.16
O -4.17 4.84 1.86
O 5.09 -2.97 1.18
O -4.23 -2.78 7.32
O 1.97 -2.32 3.02
O 1.75 1.96 -3.90
N 2.59 1.29 -0.54
N -1.14 1.03 -3.69
N -1.41 -3.22 6.55
N -2.26 3.82 0.11
N 5.58 -0.15 -1.08
C -3.64 3.26 0.09
C -2.42 -1.07 -3.50
C -2.17 -2.06 6.03
C -4.39 3.45 1.43
C -3.70 -2.46 6.04
C 3.81 3.01 -1.77
C -1.25 -0.36 -4.18
C -0.48 -0.19 1.31
C 4.94 -2.15 0.11
C -1.32 -0.40 -5.73
C -4.97 5.77 1.11
C 5.22 0.03 1.36
C 4.49 -4.29 0.99
C -1.58 -1.70 4.67
C -0.26 -0.42 -0.22
C 5.76 -0.84 0.20
C -4.55 -4.16 7.52
C 1.87 1.64 -5.26
C -1.50 -1.84 -7.52
C -3.54 1.78 -0.48
C 2.61 1.27 -3.03
C 2.62 2.04 -1.74
H 0.72 1.03 -1.09
H -5.28 -4.60 6.85
H 1.52 -1.51 2.78
H -1.20 -2.79 -7.98
H -2.41 4.61 0.71
H 5.65 1.04 1.32
H -3.85 2.76 2.08
H -0.44 -3.20 6.29
H -2.23 0.07 -6.10
H -0.16 1.25 -3.76
H -2.53 -1.61 -7.78
H 1.70 0.57 -5.39
H -3.61 -4.68 7.30
H 1.19 2.33 -5.76
H 4.83 2.66 -1.90
H -0.53 -1.47 4.86
H -0.96 -1.04 -8.03
H -4.32 -1.65 5.67
H -1.48 -2.95 7.52
H 3.40 -4.27 0.95
H 5.11 -2.82 -0.73
H 3.85 3.65 -0.89
H -3.02 1.01 0.09
H -2.06 -0.76 4.38
H 0.60 -1.05 -0.45
H -3.38 -0.60 -3.71
H 5.40 -0.44 2.32
H -4.43 1.30 -0.88
H -5.44 3.16 1.52
H 4.72 -4.89 1.87
H -1.96 -1.20 6.67
H -4.91 -4.37 8.53
H 4.14 0.09 1.39
H -3.79 -3.29 5.33
H 1.37 0.50 1.32
H -1.99 4.21 -0.78
H -4.86 6.66 1.72
H -1.02 -1.09 -0.63
H -0.37 -0.91 -3.83
H -1.05 0.73 1.41
H -2.95 1.90 -1.39
H 2.07 0.35 -2.85
H -2.39 -1.19 -2.41
H 3.11 1.69 0.22
H -6.00 5.43 1.00
H -1.75 -2.46 3.90
H 2.87 -2.20 2.72
H 2.93 1.76 -5.48
H -1.20 1.01 -2.68
H 1.71 2.62 -1.61
H 6.82 -1.10 0.26
H 3.87 -1.96 0.07
H 3.77 3.55 -2.73
H 3.62 0.97 -3.32
H 4.98 -4.90 0.24
H -4.55 6.06 0.14
H 3.17 0.48 -0.66
H -2.48 -2.03 -4.00
H 6.16 0.68 -1.07
H 6.11 -0.74 -1.71
H -0.80 -0.98 2.00
H -4.32 3.79 -0.59
H -0.51 0.16 -6.19

[3]
116
Properties=species:S:1:pos:R:3 method="wB97M-V/def2-TZVPD" homo_lumo_gap_ev=8.293 e_tot_ev=-43249.84211 charge=+1
F -0.50 4.14 0.52
N -2.37 3.90 2.78
N -2.59 1.52 2.14
C 2.11 6.45 -2.27
C -9.13 -1.51 2.67
C 5.99 -3.44 -3.76
C 5.02 -1.25 0.79
C 7.54 -6.15 -3.49
C 1.70 5.28 -1.38
C -0.91 -3.50 3.44
C -0.43 2.94 1.33
C 0.69 3.03 2.51
C -1.12 -5.98 2.73
C -0.27 8.84 -3.94
C -9.54 0.55 1.23
C -9.30 0.00 2.63
C -3.75 1.87 2.96
C 0.38 -3.24 2.67
C 3.61 -0.78 1.18
C -1.13 -4.96 3.87
C 2.50 -1.17 0.20
C 2.73 0.83 -1.36
C 1.67 7.81 -1.71
C 0.15 7.99 -1.58
C 1.63 -3.53 3.49
C 2.70 -0.69 -1.24
C -7.04 0.89 0.67
C -0.64 7.82 -2.88
C 6.43 -4.36 -4.91
C 3.48 -3.66 -4.12
C -7.05 2.41 0.82
C 4.64 -3.78 -3.14
C 5.15 -2.77 0.73
C -3.62 3.38 3.37
C -8.39 0.32 0.24
C -2.24 -5.76 1.73
C -1.85 2.75 2.09
C 6.51 -5.84 -4.56
H -2.09 -5.02 4.40
H 5.32 -0.82 -0.17
H 2.13 5.38 -0.38
H -1.23 -6.98 3.17
H 0.84 4.16 2.70
H -0.51 6.81 -3.27
H 3.58 -4.36 -4.95
H 3.36 -1.19 2.16
H 6.75 -3.46 -2.98
H -8.26 -1.83 2.10
H -9.75 1.62 1.30
H -1.96 4.85 2.84
H 5.74 -4.23 -5.76
H 6.78 -6.40 -5.47
H 3.41 -2.65 -4.52
H -10.01 -2.01 2.26
H -8.43 0.48 3.09
H 2.39 -2.26 0.19
H 0.40 -2.18 2.38
H 1.55 -0.78 0.58
H 8.54 -5.82 -3.80
H 7.59 -7.23 -3.30
H -0.20 2.03 0.64
H 2.12 7.95 -0.72
H -0.24 7.29 -0.83
H -6.29 0.62 -0.09
H -0.93 -2.87 4.34
H -10.16 0.27 3.26
H -4.35 4.00 4.02
H -6.71 0.43 1.60
H 5.73 -0.87 1.53
H 3.20 6.46 -2.36
H 3.57 1.26 -0.81
H -2.30 0.64 1.68
H 0.27 2.59 3.51
H 1.80 1.27 -0.99
H -2.21 -6.53 0.95
H 4.90 -3.22 1.69
H 3.63 0.31 1.30
H 1.87 -1.07 -1.85
H 1.65 -2.93 4.40
H 2.53 -3.89 -3.61
H 0.41 -3.82 1.75
H 1.67 2.49 2.24
H -2.15 -4.79 1.23
H -1.70 7.93 -2.65
H 4.46 -3.10 -2.30
H 2.53 -3.29 2.91
H 7.30 -5.66 -2.54
H -0.88 8.69 -4.84
H -0.43 9.86 -3.58
H -3.22 -5.81 2.21
H -8.28 -0.75 0.05
H -1.76 -3.17 2.83
H -9.00 -1.85 3.70
H 7.41 -4.02 -5.27
H -4.56 1.13 3.25
H -0.04 9.00 -1.18
H -0.16 -5.97 2.22
H 3.62 -1.11 -1.67
H 2.08 8.60 -2.34
H -10.44 0.10 0.81
H 5.53 -6.22 -4.25
H 0.62 5.20 -1.30
H 5.96 -2.41 -4.13
H -7.74 2.73 1.60
H -7.33 2.89 -0.12
H 0.78 8.75 -4.24
H 2.07 4.34 -1.81
H 2.84 1.12 -2.41
H 4.49 -3.20 -0.03
H -0.36 -5.24 4.60
H 1.69 -4.58 3.78
H 6.17 -3.05 0.48
H 1.72 6.31 -3.28
H -8.67 0.76 -0.73
H 4.65 -4.79 -2.71
H -6.05 2.76 1.10

| no. | lowest unoccupied orbital energy (eV) | F_max (eV Å⁻¹) | highest occupied orbital energy (eV) |
| --- | --- | --- | --- |
| 1 | 0.8 | 8.614 | -8.6 |
| 2 | 0.5 | 3.703 | -8.8 |
| 3 | -3.9 | 7.301 | -12.2 |